(1)
40
Properties=species:S:1:pos:R:3 method="wB97M-V/def2-TZVPD" max_force_ha_per_bohr=0.00678 total_charge=+1 homo_lumo_gap_ha=0.268 energy_ha=-2747.5595 e_homo_ha=-0.431
Rh -0.250 -1.450 -0.057
C -4.072 -2.322 -1.529
C -4.614 -1.105 -1.953
C -3.908 0.052 -1.751
C -2.645 0.008 -1.141
N -2.130 -1.171 -0.751
C -2.842 -2.305 -0.933
N -2.010 1.211 -0.939
C -0.783 1.344 -0.604
N 0.188 0.364 -0.411
C 1.363 0.952 0.049
N 2.453 0.397 0.422
C 2.669 -0.960 0.479
C 3.995 -1.382 0.660
C 4.286 -2.718 0.750
C 3.247 -3.651 0.674
C 1.973 -3.185 0.509
N 1.680 -1.870 0.404
C 1.164 2.409 0.023
C 2.035 3.440 0.315
C 1.540 4.733 0.199
C 0.225 4.973 -0.201
C -0.642 3.929 -0.499
C -0.142 2.647 -0.374
H -4.601 -3.255 -1.652
H -5.587 -1.076 -2.424
H -4.287 1.021 -2.041
H -2.390 -3.219 -0.562
H 4.755 -0.617 0.725
H 5.307 -3.048 0.886
H 3.428 -4.713 0.752
H 1.131 -3.868 0.470
H 3.052 3.242 0.624
H 2.184 5.573 0.423
H -0.124 5.994 -0.279
H -1.662 4.103 -0.810
Cl -0.474 0.713 2.835
Si -0.846 -1.147 2.114
Cl 0.164 -2.516 3.239
Cl -2.833 -1.525 2.360

***

(2)
62
Properties=species:S:1:pos:R:3 method="wB97M-V/def2-TZVPD" max_force_ha_per_bohr=0.09448 total_charge=-2 homo_lumo_gap_ha="0.075 / 0.102" energy_ha=-3984.1361 e_homo_ha="0.066 / 0.037"
Pb 0.000 0.000 0.000
Cl 1.895 -6.242 1.627
C 1.807 -4.498 1.464
C 2.781 -3.698 2.057
Cl 4.087 -4.442 2.962
C 2.709 -2.301 1.924
Cl 3.970 -1.328 2.696
C 1.663 -1.640 1.195
O 1.625 -0.358 1.092
C 0.643 -2.478 0.574
O -0.326 -1.961 -0.096
C 0.762 -3.900 0.739
Cl -0.450 -4.959 0.004
C -4.529 3.607 -2.444
C -4.856 2.276 -1.787
N -3.770 1.303 -1.967
C -3.884 0.442 -3.149
C -2.956 0.899 -4.265
C -2.709 1.206 -1.076
C -2.637 2.123 0.134
N -1.734 0.364 -1.165
H -5.315 4.338 -2.225
H -4.463 3.507 -3.531
H -3.579 4.015 -2.089
H -5.793 1.890 -2.207
H -5.068 2.431 -0.724
H -4.912 0.434 -3.530
H -3.666 -0.598 -2.880
H -3.211 1.906 -4.607
H -3.040 0.223 -5.123
H -1.910 0.912 -3.946
H -3.492 1.938 0.789
H -2.631 3.168 -0.181
H -1.723 1.934 0.707
H -1.816 -0.265 -1.971
N 3.394 -1.652 -3.901
N 2.580 -0.793 -3.175
N 2.370 0.473 -3.566
C 1.497 0.868 -2.637
N 1.156 -0.106 -1.754
N 1.846 -1.179 -2.117
H 3.488 -1.271 -4.837
H 2.919 -2.542 -3.997
H 1.099 1.872 -2.609
N 0.362 2.083 0.112
C 0.662 3.460 0.066
C -0.266 4.340 -0.500
C -0.070 5.721 -0.428
C 1.037 6.221 0.261
C 1.951 5.356 0.866
C 1.748 3.976 0.783
S 1.288 8.013 0.349
O 0.902 8.458 -0.987
O 2.712 8.137 0.654
O 0.380 8.388 1.429
H 1.209 1.523 0.291
H -0.133 1.877 0.992
H -1.141 3.951 -1.013
H -0.773 6.411 -0.888
H 2.801 5.762 1.407
H 2.449 3.316 1.284
H -0.995 0.092 1.511

***

(3)
18
Properties=species:S:1:pos:R:3 method="wB97M-V/def2-TZVPD" max_force_ha_per_bohr=0.12336 total_charge=0 smiles="C[C@]12C=C[C@](O)(C1)C2" homo_lumo_gap_ha=0.333 energy_ha=-347.7382 e_homo_ha=-0.304
C 2.143 -0.485 -0.040
C 0.693 -0.102 -0.128
C 0.356 1.364 -0.313
C -1.069 1.427 -0.339
C -1.435 -0.159 -0.088
O -2.712 -0.623 -0.020
C -0.259 -0.151 1.120
C -0.333 -0.848 -1.047
H 2.210 -1.708 -0.167
H 2.991 0.281 -0.725
H 2.481 -0.358 1.087
H 1.153 2.236 0.060
H -1.777 2.311 -0.562
H -3.406 -0.042 0.388
H -0.242 0.540 1.893
H -0.327 -1.039 2.005
H -0.087 -0.680 -2.243
H -0.382 -1.964 -0.880

***

(4)
28
Properties=species:S:1:pos:R:3 method="wB97M-V/def2-TZVPD" max_force_ha_per_bohr=0.07535 total_charge=0 homo_lumo_gap_ha="0.262 / 0.273" energy_ha=-3131.4189 e_homo_ha="-0.249 / -0.255"
C -0.620 -3.035 -0.605
C -0.382 -2.200 -1.636
C -0.689 -2.463 0.645
C -0.354 -0.855 -1.489
C -0.726 -1.052 0.793
C -0.472 -0.238 -0.265
C -0.684 -0.424 2.101
C -2.004 1.414 0.376
C 2.315 1.606 -1.530
C 1.705 1.592 -0.079
C 0.257 2.014 -0.253
N -0.768 1.164 -0.122
O 0.673 -0.071 2.570
Br -3.594 0.673 -0.365
H -0.676 -4.074 -0.772
H -0.483 -2.536 -2.631
H -0.963 -3.055 1.539
H -0.290 -0.273 -2.364
H -1.177 0.620 2.170
H -1.125 -1.153 2.819
H -2.170 2.448 0.599
H 3.213 1.010 -1.453
H 1.572 1.168 -2.141
H 2.520 2.614 -1.816
H 2.195 2.369 0.559
H 1.727 0.639 0.362
H 0.991 -0.904 2.959
H 0.008 2.998 0.030

***

(5)
13
Properties=species:S:1:pos:R:3 method="wB97M-V/def2-TZVPD" max_force_ha_per_bohr=0.05990 total_charge=0 homo_lumo_gap_ha=0.329 energy_ha=-340.6338 e_homo_ha=-0.314
C 2.104 -0.298 0.092
C 0.638 -0.126 -0.034
N -0.144 -0.679 -0.884
C -1.430 0.027 -0.645
C -1.280 1.030 0.437
O -2.678 -0.357 0.260
N -0.043 0.749 0.835
H 2.421 -1.019 -0.654
H 2.357 -0.664 1.091
H 2.625 0.652 -0.065
H -1.800 0.292 -1.633
H -3.136 -0.896 -0.376
H 0.366 1.290 1.576

***

(6)
8
Properties=species:S:1:pos:R:3 method="wB97M-V/def2-TZVPD" max_force_ha_per_bohr=0.06682 total_charge=0 homo_lumo_gap_ha="0.236 / 0.236" energy_ha=-525.9888 e_homo_ha="-0.264 / -0.263"
C 0.017 -0.920 0.017
C 1.175 -0.042 0.029
O -1.016 -1.425 0.076
O -1.488 1.470 -0.287
I -2.927 0.275 -0.184
H 0.692 0.861 0.082
H 1.650 -0.327 1.035
H 1.898 0.109 -0.768

***

(7)
14
Properties=species:S:1:pos:R:3 method="wB97M-V/def2-TZVPD" max_force_ha_per_bohr=0.05948 total_charge=0 homo_lumo_gap_ha=0.290 energy_ha=-324.6161 e_homo_ha=-0.280
C 0.107 1.562 -1.406
C -0.963 0.579 -1.019
N -1.115 -0.009 0.148
C -0.035 -0.672 0.607
C 0.021 -1.218 2.003
C 0.907 -0.902 -0.359
O 1.792 -1.442 -0.902
H 0.824 1.739 -0.603
H 0.660 1.187 -2.264
H -0.348 2.507 -1.713
H -1.894 0.717 -1.555
H 0.477 -0.506 2.688
H -1.007 -1.384 2.327
H 0.576 -2.158 2.048

***

(8)
112
Properties=species:S:1:pos:R:3 method="wB97M-V/def2-TZVPD" max_force_ha_per_bohr=0.37153 total_charge=0 homo_lumo_gap_ha=0.255 energy_ha=-1966.7219 e_homo_ha=-0.280
C -3.612 3.982 -2.830
C -3.040 2.511 -2.813
N -2.235 2.191 -1.571
C -2.047 0.781 -1.421
C -3.359 0.070 -0.920
C -0.952 2.958 -1.655
C -0.007 2.711 -0.495
H -4.112 4.223 -3.768
H -2.824 4.736 -2.818
H -4.386 4.177 -2.088
H -3.989 1.980 -2.885
H -2.429 2.221 -3.668
H -1.843 0.319 -2.387
H -1.290 0.527 -0.679
H -3.559 0.380 0.106
H -4.197 0.382 -1.543
H -3.186 -1.006 -0.933
H -1.257 4.001 -1.568
H -0.431 2.709 -2.580
H 0.788 3.455 -0.522
H 0.436 1.723 -0.623
H -0.477 2.778 0.486
C 1.403 0.147 5.733
C 1.486 1.128 4.555
N 2.747 1.022 3.762
C 2.758 -0.269 3.099
C 3.890 -0.327 2.005
C 4.077 1.414 4.356
C 3.990 2.743 5.089
H 1.038 -0.776 5.281
H 0.705 0.531 6.476
H 2.408 0.126 6.155
H 0.621 0.892 3.937
H 1.382 2.174 4.846
H 2.783 -1.023 3.886
H 1.826 -0.354 2.540
H 3.861 0.555 1.366
H 4.833 -0.438 2.541
H 3.767 -1.201 1.366
H 4.883 1.470 3.625
H 4.334 0.637 5.076
H 4.954 3.140 5.409
H 3.480 2.580 6.039
H 3.452 3.437 4.444
C -0.754 0.423 -4.585
C -0.757 -1.124 -4.390
N -2.073 -1.665 -3.954
C -1.992 -2.942 -3.263
C -1.839 -2.666 -1.747
C -3.035 -1.740 -5.040
C -4.453 -1.901 -4.448
H -1.178 0.944 -3.727
H -1.160 0.896 -5.479
H 0.266 0.802 -4.511
H -0.492 -1.643 -5.311
H -0.073 -1.381 -3.582
H -2.825 -3.571 -3.581
H -1.099 -3.459 -3.613
H -0.811 -2.394 -1.506
H -2.587 -2.066 -1.229
H -1.832 -3.614 -1.210
H -2.890 -2.546 -5.759
H -2.967 -0.798 -5.584
H -4.571 -2.980 -4.343
H -5.213 -1.555 -5.149
H -4.591 -1.429 -3.475
C -0.538 -2.672 0.834
C -0.317 -1.639 -0.349
N 0.859 -0.704 -0.129
C 1.130 0.070 -1.386
C 1.285 -0.664 -2.632
C 0.413 0.309 0.863
C 1.440 1.416 1.031
H -1.493 -3.149 0.613
H -0.718 -2.226 1.812
H 0.233 -3.443 0.863
H 0.030 -2.322 -1.124
H -1.258 -1.164 -0.628
H 2.095 0.460 -1.061
H 0.365 0.827 -1.558
H 1.819 -1.593 -2.430
H 1.896 -0.051 -3.294
H 0.370 -1.043 -3.087
H -0.549 0.752 0.607
H 0.355 -0.281 1.778
H 1.504 2.069 0.161
H 1.157 2.168 1.767
H 2.403 1.071 1.407
C -2.081 1.737 5.645
C -1.066 0.980 4.885
O -1.680 0.416 3.800
C -0.971 -0.185 2.892
O 0.316 -0.333 2.903
C -1.825 -0.850 1.834
F -1.756 -2.187 2.089
F -3.055 -0.386 1.929
F -1.290 -0.649 0.622
H -1.730 2.294 6.513
H -2.845 1.062 6.031
H -2.622 2.448 5.020
H -0.545 0.374 5.625
H -0.323 1.709 4.560
C 2.852 -2.596 -2.428
C 4.261 -2.145 -2.184
O 5.013 -1.753 -3.097
C 4.749 -2.158 -0.781
H 2.947 -3.629 -2.761
H 2.448 -2.122 -3.323
H 2.241 -2.649 -1.526
H 4.847 -3.214 -0.529
H 4.124 -1.553 -0.125
H 5.762 -1.812 -0.572

***

(9)
79
Properties=species:S:1:pos:R:3 method="wB97M-V/def2-TZVPD" max_force_ha_per_bohr=0.01771 total_charge=0 smiles="C#CCc1c(-c2ccccn2)cc2c(c1F)C(=O)c1c(I)c([C@H](C)CC)c(CCOC=O)c(CCCBr)c1C2=O.c1ccncc1" homo_lumo_gap_ha=0.306 energy_ha=-4811.6953 e_homo_ha=-0.323
C -4.726 -2.279 -1.949
C -4.120 -1.303 -2.292
C -3.258 -0.236 -2.829
C -1.885 -0.170 -2.183
C -1.312 1.071 -1.885
C -2.055 2.340 -2.210
C -1.898 2.897 -3.470
C -2.600 4.054 -3.792
C -3.427 4.582 -2.807
C -3.479 3.956 -1.575
N -2.819 2.843 -1.237
C -0.077 1.190 -1.267
C 0.616 0.039 -0.926
C 0.081 -1.202 -1.231
C -1.153 -1.309 -1.856
F -1.620 -2.528 -2.120
C 0.893 -2.403 -0.848
O 1.037 -3.347 -1.579
C 1.572 -2.275 0.497
C 1.661 -3.322 1.410
I 0.771 -5.178 0.892
C 2.295 -3.129 2.646
C 2.345 -4.224 3.713
C 3.130 -5.485 3.254
C 0.898 -4.541 4.216
C 0.759 -4.493 5.759
C 2.857 -1.870 2.927
C 3.550 -1.629 4.258
C 4.926 -2.287 4.367
O 5.744 -1.919 3.248
C 6.163 -2.966 2.495
O 7.253 -3.029 2.022
C 2.772 -0.803 2.016
C 3.404 0.532 2.330
C 2.618 1.416 3.328
C 1.706 2.423 2.637
Br -0.037 1.618 2.261
C 2.111 -1.024 0.811
C 1.936 0.061 -0.223
O 2.789 0.869 -0.507
H -5.159 -3.157 -1.532
H -3.773 0.705 -2.636
H -3.164 -0.345 -3.911
H -1.235 2.428 -4.185
H -2.514 4.512 -4.767
H -4.024 5.460 -2.995
H -4.108 4.389 -0.803
H 0.360 2.151 -1.032
H 2.855 -3.850 4.589
H 4.079 -5.531 3.794
H 2.559 -6.390 3.440
H 3.385 -5.433 2.197
H 0.189 -3.847 3.765
H 0.610 -5.526 3.856
H 0.310 -5.422 6.113
H 0.059 -3.708 6.042
H 1.718 -4.338 6.251
H 2.917 -2.037 5.050
H 3.670 -0.578 4.493
H 4.866 -3.374 4.451
H 5.410 -1.933 5.278
H 5.399 -3.738 2.310
H 3.615 1.100 1.432
H 4.375 0.322 2.780
H 2.051 0.822 4.041
H 3.364 2.007 3.869
H 2.133 2.789 1.708
H 1.493 3.278 3.272
C -5.714 5.868 -7.988
C -6.362 4.827 -7.345
C -6.117 4.632 -5.994
N -5.288 5.389 -5.278
C -4.672 6.385 -5.913
C -4.850 6.667 -7.258
H -5.880 6.054 -9.042
H -7.045 4.177 -7.876
H -6.606 3.829 -5.452
H -4.000 6.987 -5.307
H -4.323 7.492 -7.720

***

(10)
70
Properties=species:S:1:pos:R:3 method="wB97M-V/def2-TZVPD" max_force_ha_per_bohr=0.05874 total_charge=-1 homo_lumo_gap_ha=0.245 energy_ha=-2604.4993 e_homo_ha=-0.157
Sr -6.962 -7.164 -20.201
C -5.769 -6.588 -14.226
O -5.852 -6.978 -15.572
C -5.102 -8.052 -15.988
C -4.244 -8.776 -15.181
C -3.504 -9.795 -15.758
C -3.605 -10.146 -17.056
C -4.518 -9.479 -17.890
C -4.527 -9.803 -19.275
N -5.384 -9.365 -20.099
N -5.119 -9.639 -21.467
C -5.206 -8.554 -22.203
O -5.265 -7.326 -21.846
C -5.093 -8.782 -23.723
C -5.820 -7.900 -24.524
C -5.663 -7.929 -25.901
C -4.775 -8.867 -26.469
C -4.073 -9.698 -25.657
C -4.238 -9.737 -24.266
C -5.214 -8.347 -17.385
O -5.939 -7.569 -18.051
H -4.959 -5.953 -13.888
H -5.783 -7.466 -13.610
H -6.686 -6.104 -14.002
H -4.182 -8.593 -14.107
H -2.832 -10.354 -15.157
H -3.133 -11.077 -17.440
H -3.764 -10.468 -19.702
H -6.427 -7.139 -24.022
H -6.229 -7.256 -26.525
H -4.674 -8.865 -27.557
H -3.312 -10.346 -26.081
H -3.806 -10.533 -23.664
O -10.442 -6.174 -22.674
S -9.886 -6.313 -21.315
O -9.538 -7.672 -20.947
O -8.713 -5.451 -21.074
C -11.096 -5.691 -20.152
C -12.252 -5.209 -20.691
C -13.387 -4.913 -19.871
C -13.236 -5.068 -18.508
C -12.003 -5.361 -17.928
C -10.901 -5.699 -18.749
P -9.281 -6.207 -18.084
C -8.507 -4.532 -17.728
C -7.254 -4.301 -17.165
C -6.656 -3.078 -16.980
C -7.319 -1.975 -17.459
C -8.550 -2.125 -18.036
C -9.167 -3.341 -18.107
C -9.610 -6.950 -16.414
C -10.263 -8.205 -16.405
C -10.474 -8.838 -15.179
C -10.153 -8.219 -14.008
C -9.479 -7.022 -13.965
C -9.299 -6.360 -15.189
H -12.307 -5.163 -21.778
H -14.300 -4.463 -20.294
H -14.079 -4.945 -17.848
H -11.835 -5.394 -16.851
H -6.795 -5.240 -16.853
H -5.707 -3.084 -16.481
H -6.866 -1.006 -17.334
H -9.144 -1.277 -18.339
H -10.157 -3.410 -18.548
H -10.632 -8.659 -17.305
H -10.945 -9.779 -15.144
H -10.401 -8.596 -13.043
H -9.233 -6.588 -13.027
H -8.789 -5.390 -15.276